(1)
DFT (the ωB97M-V functional and the def2-TZVPD basis) results for a structure of composition C15H20MnNO4PS.

The geometry in XYZ format:
```
43
Properties=species:S:1:pos:R:3:forces:R:3
Mn 0.37867 -0.00097 -0.49367 0.72 -0.04 -0.14
O -0.62564 -0.58346 1.04044 -0.23 -0.07 0.38
N -1.16189 0.40139 1.76853 -0.05 -0.05 0.03
C -2.20327 0.06750 2.56389 0.08 0.07 -0.05
C -2.80113 0.99909 3.36006 0.00 0.02 0.00
C -2.30845 2.31275 3.33767 -0.07 -0.06 0.05
C -1.25387 2.62647 2.52704 0.08 -0.02 -0.07
C -0.65142 1.65877 1.69701 -0.08 0.00 -0.01
S 0.66794 1.95917 0.65141 -0.03 0.32 0.25
H -2.48602 -0.97135 2.49214 -0.03 0.01 0.02
H -3.63463 0.70871 3.98138 0.00 0.02 0.01
H -2.76277 3.07570 3.95511 -0.01 0.00 0.00
H -0.85442 3.62904 2.48009 0.00 0.00 0.00
C 1.47871 -3.04569 1.16099 -0.04 0.07 -0.03
O 2.37250 -2.60399 0.13483 0.10 -0.02 -0.10
P 2.35665 -1.05246 -0.32258 -0.19 0.14 -0.11
O 3.38207 -0.33178 0.66742 0.01 -0.05 0.02
C 4.70568 -0.84002 0.87518 -0.03 0.01 -0.01
O 3.29063 -1.18309 -1.63116 -0.07 -0.05 0.03
C 2.86542 -2.03387 -2.70486 0.06 0.06 0.11
H 1.47232 -4.13210 1.11917 -0.02 0.01 0.03
H 0.47509 -2.65079 0.99511 0.03 -0.06 0.04
H 1.83671 -2.71530 2.13775 -0.03 -0.02 0.01
H 5.05125 -0.43260 1.82181 0.01 0.01 -0.01
H 5.35660 -0.50967 0.06764 0.01 -0.02 0.00
H 4.70070 -1.92889 0.92175 0.02 0.00 0.00
H 3.42637 -1.72906 -3.58494 -0.02 -0.02 0.00
H 1.79690 -1.92163 -2.88688 0.03 -0.03 -0.02
H 3.08762 -3.07127 -2.45904 0.00 -0.01 -0.02
C -0.47809 -0.80212 -2.11116 -0.31 0.07 -0.49
C -1.47351 0.29686 -2.01317 0.06 -0.09 0.18
C -2.58189 0.19770 -1.15318 0.12 0.10 -0.09
C -3.38629 1.29533 -0.88661 0.00 0.00 -0.04
C -3.10800 2.52683 -1.46328 0.02 0.04 -0.02
C -2.01534 2.65210 -2.31415 -0.06 -0.04 0.07
C -1.20808 1.55971 -2.57564 -0.08 -0.14 0.02
H 0.08445 -0.73245 -3.04689 -0.02 -0.12 0.03
H -0.90090 -1.79769 -1.97546 0.00 0.00 -0.07
H -2.79895 -0.75360 -0.68222 0.04 -0.03 -0.02
H -4.23347 1.18621 -0.21997 -0.01 0.02 0.00
H -3.73435 3.38290 -1.24846 0.00 0.01 0.00
H -1.77868 3.60929 -2.76042 -0.02 0.02 0.00
H -0.34524 1.67834 -3.22268 0.00 -0.04 0.00
```
Positions in Å, forces in eV/Å.

The highest occupied orbital energy (alpha / beta) comes out at -0.2710 / -0.2671 Ha. The value obtained for the molar mass is 396.3 g/mol. For the LUMO energy (alpha / beta), the calculation gives 0.61 / 0.60 eV. For the gap between HOMO and LUMO (alpha / beta), the calculation gives 7.983 / 7.867 eV. Its total energy is -77002.40764 eV. As for the spin multiplicity: 2. As for the expectation value of S²: 1.16.



(2)
DFT (the ωB97M-V functional and the def2-TZVPD basis) results for the molecule C15H20N2O3.

The geometry in XYZ format:
```
40
Properties=species:S:1:pos:R:3:forces:R:3
C -1.78642 -3.29006 1.90118 0.21 0.11 -0.33
C -0.47094 -2.94678 1.21841 -0.04 0.11 0.56
O -0.62491 -2.80250 -0.19595 0.04 -0.32 -0.16
C -1.09103 -1.63991 -0.63688 -0.18 -0.08 -0.44
O -1.50265 -0.75566 0.07093 -0.08 0.03 0.17
C -0.98220 -1.57593 -2.15285 0.07 0.06 -0.06
C -1.94946 -0.56875 -2.78450 0.00 0.02 0.35
C -1.59506 0.87277 -2.41170 0.07 0.06 -0.17
C -0.11365 1.13247 -2.69414 -0.34 0.26 0.11
N 0.71648 0.17259 -1.99596 0.11 -0.02 -0.15
C 1.13045 0.26570 -0.68118 0.22 0.25 -0.28
O 1.67042 -0.67787 -0.13584 0.09 -0.22 0.35
N 0.95481 1.48917 -0.09088 -0.30 0.32 -0.34
C 1.32288 1.87821 1.19837 0.13 0.01 0.34
C 2.16428 1.12836 2.01454 0.07 -0.21 -0.10
C 2.49560 1.59425 3.27372 -0.05 0.14 0.05
C 2.00618 2.80383 3.73573 0.05 0.03 0.16
C 1.17217 3.55412 2.92388 0.00 0.02 0.00
C 0.83215 3.09700 1.66592 0.00 -0.07 -0.07
C 0.47286 -1.17200 -2.47167 0.07 -0.48 0.15
H -2.21277 -4.19189 1.46746 -0.05 -0.10 0.02
H -1.61221 -3.45365 2.96074 0.00 -0.04 0.13
H -2.49201 -2.47164 1.78304 -0.05 0.03 0.04
H -0.05930 -2.01422 1.61670 0.03 -0.16 -0.07
H 0.25827 -3.75029 1.33578 -0.05 0.12 -0.02
H -1.16365 -2.58041 -2.54332 0.03 0.05 0.04
H -2.96934 -0.78789 -2.46383 -0.03 -0.02 -0.09
H -1.90276 -0.68503 -3.87070 -0.03 -0.04 -0.02
H -2.21151 1.56645 -2.98597 -0.01 0.04 -0.01
H -1.79714 1.02154 -1.35084 -0.01 0.08 -0.06
H 0.17382 2.15564 -2.44521 0.04 -0.04 -0.08
H 0.08417 0.99753 -3.76412 0.03 0.11 0.07
H 0.34515 2.14651 -0.55104 0.09 -0.17 0.00
H 2.54486 0.18570 1.66040 0.01 -0.01 -0.01
H 3.14739 1.00241 3.89954 0.05 -0.05 0.04
H 2.27116 3.16038 4.71977 0.02 0.03 0.08
H 0.78278 4.50009 3.27123 -0.03 0.06 0.01
H 0.17849 3.68671 1.03668 -0.07 0.05 -0.06
H 1.17222 -1.84633 -1.97579 -0.08 0.06 -0.18
H 0.64040 -1.20063 -3.55166 -0.02 0.00 0.04
```
Positions in Å, forces in eV/Å.

The highest occupied orbital energy comes out at -0.3019 Ha. The value obtained for the molar mass is 276.3 g/mol. For the LUMO energy, the calculation gives 0.78 eV. For the gap between HOMO and LUMO, the calculation gives 8.991 eV. Its total energy is -25003.75675 eV. As for the SMILES: CCOC(=O)[C@H]1CCCN(C(=O)Nc2ccccc2)C1.



(3)
DFT (the ωB97M-V functional and the def2-TZVPD basis) results for a structure of composition C15H20N4OS.

The geometry in XYZ format:
```
41
Properties=species:S:1:pos:R:3:forces:R:3
C -1.13102 -3.31155 -1.43691 -0.13 -0.52 0.18
C 0.11154 -3.06885 -0.54196 -0.14 -0.17 -1.12
N 0.25040 -1.67960 -0.04004 0.02 -0.84 0.93
C -0.92596 -1.34279 0.78012 0.14 -0.55 1.26
C -0.69359 -0.19792 1.80265 -0.85 0.47 -0.62
C -0.02416 1.07403 1.28326 1.03 -0.02 0.47
C 1.19486 1.44788 1.99173 -0.62 -0.75 0.14
C 1.94064 2.52871 1.72306 0.41 0.22 0.12
C 1.51679 3.39352 0.66968 0.42 -1.42 1.35
N 2.17068 4.48824 0.30930 -1.31 0.22 -1.19
S 1.23429 5.07203 -0.90708 0.32 0.05 0.32
N 0.06478 3.98029 -0.95657 -0.34 -0.13 -0.02
C 0.30926 3.03858 -0.03273 0.85 1.33 -0.23
C -0.46112 1.86870 0.25766 -0.73 -0.68 0.20
C -1.72067 1.55467 -0.55945 0.80 0.89 -0.83
C -1.30475 1.04274 -1.95133 0.08 0.16 -0.96
C -0.79681 2.02779 -3.02066 0.38 -0.19 0.75
N -1.34267 -0.19265 -2.22241 -0.47 -0.16 0.60
C 1.47123 -1.71822 0.77451 0.55 1.01 -0.52
C 1.59029 -2.56692 2.04983 0.40 0.03 -0.14
O 2.42299 -1.08092 0.38288 -0.50 -0.59 0.42
H -0.85364 -3.53809 -2.47442 0.03 0.21 0.26
H -1.65713 -4.20362 -1.06058 0.07 0.30 -0.17
H -1.84146 -2.48353 -1.46096 0.30 -0.05 0.06
H 1.00345 -3.28980 -1.15009 -0.15 0.16 0.31
H 0.09655 -3.82350 0.26581 -0.07 0.40 0.03
H -1.82130 -1.12733 0.19335 0.56 -0.05 -0.39
H -1.17864 -2.24928 1.38062 -0.15 0.40 -0.05
H -0.17871 -0.57416 2.69389 0.08 0.28 -0.33
H -1.69348 0.10751 2.16277 0.23 -0.26 -0.07
H 1.53694 0.79368 2.79555 -0.19 0.06 -0.22
H 2.84432 2.69460 2.30710 -0.16 0.25 -0.32
H -2.39837 0.85735 -0.06651 0.25 0.05 -0.07
H -2.23679 2.51508 -0.72668 -0.02 -0.33 0.16
H -0.74195 1.53204 -3.99822 -0.32 0.13 0.25
H 0.24045 2.28192 -2.75601 -0.33 0.15 -0.12
H -1.37325 2.95766 -3.05709 0.14 -0.22 -0.06
H -1.01014 -0.37087 -3.16885 -0.04 0.03 0.03
H 0.84044 -2.33942 2.81467 -0.03 -0.23 -0.35
H 2.57921 -2.37092 2.48299 -0.28 0.07 -0.20
H 1.57302 -3.63516 1.79485 -0.24 0.28 0.14
```
Positions in Å, forces in eV/Å.

The highest occupied orbital energy comes out at -0.3204 Ha. The value obtained for the molar mass is 304.4 g/mol. For the LUMO energy, the calculation gives -0.38 eV. For the gap between HOMO and LUMO, the calculation gives 8.339 eV. Its total energy is -34721.46787 eV.



(4)
DFT (the ωB97M-V functional and the def2-TZVPD basis) results for the molecule C15H20N4OS.

The geometry in XYZ format:
```
41
Properties=species:S:1:pos:R:3:forces:R:3
C 2.59535 0.19591 -1.57704 -0.10 0.19 -0.07
C 1.85363 1.52546 -1.68464 0.50 -0.31 -0.27
N 0.86325 1.62681 -0.64271 -0.75 0.11 0.54
C -0.45003 1.27881 -0.75072 0.03 0.15 -0.01
S -1.21978 0.88481 -2.25783 -0.39 0.00 -0.34
C -2.48820 -0.19128 -1.53033 0.59 0.52 -0.20
C -1.83649 -1.41097 -0.90579 -0.25 -0.10 0.13
O -0.64593 -1.58190 -0.95805 0.01 -0.20 0.05
C -2.78308 -2.41103 -0.25024 0.15 -0.38 0.18
C -3.95753 -1.73148 0.45510 0.15 0.00 -0.05
C -1.98672 -3.24035 0.76041 0.00 0.13 -0.20
C -3.29512 -3.32223 -1.37759 0.09 0.09 0.13
N -1.03324 1.26786 0.41888 -0.59 -0.22 -0.79
N -0.10553 1.58659 1.32737 0.87 0.26 0.89
C 1.02915 1.79884 0.71051 -0.42 -0.02 -0.12
C 2.26579 2.15083 1.38500 0.49 0.17 0.19
C 3.13941 3.13283 0.92523 -0.04 -0.16 0.15
C 4.30273 3.37815 1.63482 -0.03 -0.01 -0.03
C 4.54212 2.64606 2.78634 0.14 0.22 -0.11
N 3.70011 1.73840 3.25369 0.19 -0.22 0.48
C 2.59719 1.49866 2.57665 -0.32 -0.05 -0.35
H 3.13675 0.13867 -0.63480 0.05 -0.01 0.06
H 3.30348 0.10018 -2.39390 0.14 -0.04 -0.10
H 1.88761 -0.62765 -1.62261 -0.08 -0.08 -0.01
H 2.55106 2.36198 -1.60686 -0.16 -0.06 -0.10
H 1.32945 1.59229 -2.64168 0.13 0.09 0.12
H -3.00732 0.39295 -0.77191 -0.11 -0.15 -0.06
H -3.17431 -0.47014 -2.32904 -0.07 0.01 0.02
H -4.62134 -1.23729 -0.25085 -0.10 0.08 -0.02
H -4.53711 -2.48268 0.99149 -0.03 -0.02 0.00
H -3.59711 -0.99933 1.17753 -0.05 0.07 0.04
H -1.13536 -3.71099 0.27696 0.08 -0.05 0.02
H -2.61626 -4.01227 1.19553 -0.11 -0.07 0.05
H -1.61445 -2.59955 1.55681 0.06 0.01 0.10
H -3.87930 -2.76293 -2.10409 -0.11 0.04 -0.13
H -3.92846 -4.10081 -0.95660 -0.08 -0.05 0.02
H -2.46212 -3.79669 -1.89144 0.06 -0.07 -0.06
H 2.90547 3.71715 0.04777 -0.03 0.02 -0.09
H 5.00303 4.12913 1.30337 0.07 0.06 0.00
H 5.43987 2.79627 3.37093 0.10 0.08 -0.01
H 1.92933 0.75093 2.98436 -0.09 -0.03 -0.06
```
Positions in Å, forces in eV/Å.

The highest occupied orbital energy comes out at -0.3056 Ha. The value obtained for the molar mass is 304.4 g/mol. For the LUMO energy, the calculation gives 0.55 eV. For the gap between HOMO and LUMO, the calculation gives 8.870 eV. Its total energy is -34722.68548 eV. As for the SMILES: CCn1c(SCC(=O)C(C)(C)C)nnc1-c1cccnc1.



(5)
DFT (the ωB97M-V functional and the def2-TZVPD basis) results for a cluster of 6 separate species, C15H20NO18 in total.

The geometry in XYZ format:
```
54
Properties=species:S:1:pos:R:3:forces:R:3
N 1.04179 1.54612 -0.59891 4.99 -2.78 -0.42
O 1.94730 1.77537 -1.43306 0.34 -0.49 -0.50
O 1.15902 0.50558 0.12889 -0.48 -0.51 0.04
O 0.19344 2.31815 -0.43703 -4.83 3.35 1.03
C -2.47681 1.98866 0.95973 6.65 -3.56 -0.82
C -1.58301 2.66891 2.05574 -12.85 10.65 -8.52
O -2.72805 2.98942 2.91906 3.23 1.78 2.35
C -3.79924 2.40200 2.54374 -4.33 0.81 8.40
O -4.76148 2.26673 3.29336 0.53 0.74 -1.03
O -3.69717 1.88973 1.45643 -2.79 -3.40 -6.53
H -1.94135 0.94473 0.96434 -1.37 1.21 -0.66
H -2.42170 2.32831 -0.04855 -0.02 0.74 -0.49
H -1.36766 3.69603 1.71171 1.31 -0.92 0.19
H -1.02197 2.17798 2.50018 9.71 -8.05 7.01
C -0.36911 -1.17419 2.87651 1.42 -0.56 1.51
C -0.74808 -2.13878 1.86378 0.63 1.91 -3.75
O -2.11712 -2.32428 1.90827 -0.27 0.21 1.24
C -2.56605 -1.35839 2.74548 -5.63 -1.40 0.78
O -3.79417 -1.31316 2.94991 4.22 0.97 -0.17
O -1.57231 -0.64572 3.31171 -2.74 -0.55 1.41
H 0.04256 -0.28841 2.57139 2.24 1.58 -1.67
H 0.35872 -1.69223 3.50454 -0.71 0.47 1.58
H -0.14265 -2.97348 1.82389 0.63 -2.19 0.15
H -0.56972 -1.55930 0.97379 0.31 -0.35 -1.25
C 1.64369 -1.99573 -2.44079 -1.15 -0.71 -1.14
C 1.37291 -3.17574 -1.57539 3.49 -4.36 2.14
O -0.03319 -3.30170 -1.39490 1.40 -1.41 2.85
C -0.59329 -2.47146 -2.17441 -5.16 0.80 -3.08
O -1.80636 -2.45961 -2.47699 3.15 0.28 1.29
O 0.29578 -1.73508 -2.78121 -0.66 2.50 -2.17
H 2.15395 -2.24728 -3.40762 0.00 0.50 1.18
H 1.95830 -1.13335 -1.89710 0.89 0.61 0.15
H 2.02720 -3.10305 -0.57015 -2.04 -0.29 -1.93
H 1.61897 -4.23697 -2.05438 0.08 2.36 0.84
C -1.66919 0.88130 -2.83422 1.98 -0.45 -5.17
C -2.85002 0.18004 -3.54245 6.52 1.80 -6.29
O -3.59985 1.30757 -3.98925 -0.93 -4.47 -2.21
C -3.20910 2.36983 -3.43167 -0.37 3.57 -0.27
O -3.82033 3.38146 -3.65784 0.79 0.80 1.04
O -2.10439 2.19011 -2.71469 -0.22 2.00 0.39
H -0.65029 0.84114 -3.57553 -2.70 0.13 2.31
H -1.47281 0.60552 -1.88839 1.06 -1.71 3.06
H -3.43433 -0.35217 -3.04967 -4.91 -4.69 5.05
H -2.44559 -0.66409 -4.43398 -1.22 3.05 2.16
C 4.00007 -0.31530 1.27312 2.89 -0.37 -4.72
C 4.86495 0.90308 0.96565 -1.44 2.55 -1.39
O 6.12860 0.80814 1.61563 -1.23 -0.59 0.47
C 6.16075 -0.43799 2.08986 1.58 -3.25 -0.31
O 7.14319 -1.02627 2.49081 -1.41 1.48 -0.02
O 4.98539 -1.17387 1.86924 0.27 1.13 0.28
H 3.59152 -0.66154 0.13747 0.58 0.47 3.90
H 3.40674 0.16776 1.92069 -3.56 -0.21 2.59
H 4.32078 1.89737 1.05405 0.82 -1.10 1.08
H 4.95077 0.92812 -0.07078 1.32 -0.09 -1.98
```
Positions in Å, forces in eV/Å.

The highest occupied orbital energy comes out at -0.2364 Ha. The value obtained for the molar mass is 502.3 g/mol. The total charge is -1. For the LUMO energy, the calculation gives 2.06 eV. For the gap between HOMO and LUMO, the calculation gives 8.487 eV. Its total energy is -54215.51001 eV.



(6)
DFT (the ωB97M-V functional and the def2-TZVPD basis) results for a structure of composition C15H21AlBrClFINO5S2.

The geometry in XYZ format:
```
49
Properties=species:S:1:pos:R:3:forces:R:3
C 3.16013 0.17018 1.47210 -0.34 -0.10 0.26
C 1.73094 0.70562 1.26099 0.82 0.11 0.29
Cl 0.63180 -0.42230 2.20664 -0.05 -0.10 0.14
O 1.69241 1.95389 1.80540 -0.55 -0.08 -0.47
Al 1.06395 3.12933 0.60569 -0.16 0.23 0.35
C 1.91235 4.95232 0.53499 -0.08 -0.27 0.11
C 0.95818 6.04988 0.35729 0.26 0.41 0.40
O 0.80064 7.03503 1.00535 -0.20 -0.13 -0.10
F 0.16108 5.87308 -0.74084 -0.10 -0.04 -0.34
C -0.89434 3.35759 1.07198 -0.02 -0.13 -0.02
C -0.93528 3.88452 2.44514 0.36 0.06 -0.29
O -0.11953 4.49983 3.02934 0.05 0.22 0.33
I -2.82688 3.42304 3.52763 -0.27 -0.05 0.21
O 1.55795 2.01266 -0.71574 -0.16 -0.12 -0.05
C 1.35083 0.74983 -0.28941 0.15 0.28 -0.15
Br -0.64736 0.34066 -0.61764 -0.22 -0.05 -0.01
C 2.04149 -0.25582 -1.20224 -0.20 -0.20 0.06
C 1.97752 -1.73886 -0.81653 0.32 0.27 -0.06
C 1.94820 -2.65566 -2.03522 0.21 -0.41 0.43
S 0.31032 -3.11287 -2.65560 -0.27 0.49 -0.36
C -0.44009 -3.62693 -1.11399 0.13 0.31 -0.08
S 0.22608 -4.83471 -0.23712 0.15 -0.01 0.36
N -1.55589 -2.91773 -0.79090 -0.49 -1.56 -0.37
C -2.52210 -2.75351 -1.91799 0.15 0.42 0.16
C -3.97677 -2.73518 -1.44190 -0.08 0.08 -0.13
O -4.22389 -2.02979 -0.25104 -0.14 -0.04 0.03
C -3.22433 -2.19700 0.74796 0.40 0.42 -0.07
C -2.24570 -3.30233 0.43714 -0.06 0.48 0.32
H 3.20735 -0.91074 1.53869 0.03 -0.12 -0.24
H 3.82663 0.55119 0.70371 0.09 0.07 -0.07
H 3.47189 0.56525 2.43464 0.06 0.06 0.05
H 2.39511 5.13120 1.49304 0.25 0.01 -0.03
H 2.64329 5.01569 -0.27243 0.05 -0.16 -0.09
H -1.47627 2.44357 1.06232 -0.06 -0.10 -0.19
H -1.42174 4.07918 0.44353 -0.02 0.08 -0.08
H 3.08267 0.05552 -1.28193 0.09 0.08 -0.07
H 1.58864 -0.12619 -2.18300 -0.02 0.15 -0.08
H 2.89280 -1.98266 -0.28137 0.03 -0.11 0.14
H 1.16657 -1.94964 -0.12539 -0.15 0.02 -0.03
H 2.46738 -3.58574 -1.81591 0.06 -0.05 -0.01
H 2.45980 -2.16586 -2.86130 -0.07 -0.08 -0.25
H -2.42828 -3.61454 -2.58111 0.01 0.03 -0.20
H -2.29157 -1.85384 -2.48065 0.14 0.15 0.09
H -4.36960 -3.75546 -1.38923 0.07 -0.11 0.21
H -4.55485 -2.22770 -2.21306 -0.06 -0.02 -0.07
H -2.64338 -1.27193 0.78761 0.01 0.05 0.11
H -3.67454 -2.32960 1.72986 -0.32 -0.20 -0.07
H -2.71131 -4.28658 0.34642 0.00 -0.12 0.00
H -1.54227 -3.33591 1.26404 0.21 -0.11 -0.09
```
Positions in Å, forces in eV/Å.

The highest occupied orbital energy comes out at -0.2275 Ha. The value obtained for the molar mass is 647.7 g/mol. The total charge is -1. For the LUMO energy, the calculation gives 2.18 eV. For the gap between HOMO and LUMO, the calculation gives 8.368 eV. Its total energy is -149279.89091 eV.



Among the records above, which one has the lowest molar mass?
C15H20N2O3